(1)
8
Properties=species:S:1:pos:R:3:mulliken_charge:R:1 method="wB97M-V/def2-TZVPD" homo_ev=-9.299 multiplicity=1 orbital_gap_ev=10.3 smiles="C#CC=C" lumo_ha=0.0362 relative_energy_ev=0.140 largest_force_ev_per_a=1.45
C 0.63 1.69 -0.60 0.374
C 0.41 0.54 -0.26 -0.456
C 0.20 -0.80 0.19 -0.520
C -1.02 -1.20 0.55 -0.569
H 0.72 2.71 -0.91 0.399
H 1.04 -1.48 0.27 0.282
H -1.31 -2.17 1.01 0.267
H -1.81 -0.41 0.41 0.223

=====

(2)
16
Properties=species:S:1:pos:R:3:mulliken_charge:R:1 method="wB97M-V/def2-TZVPD" homo_ev=-8.914 multiplicity=1 orbital_gap_ev=9.8 smiles=NC[C@@H](N)CS lumo_ha=0.0320 relative_energy_ev=0.535 largest_force_ev_per_a=1.72
N 1.51 1.75 1.67 -0.574
C 1.09 0.38 1.35 -0.707
C 0.36 0.25 -0.02 0.347
N 1.34 0.18 -1.13 -0.623
C -0.58 -0.95 0.06 -0.861
S -1.94 -0.84 -1.16 -0.201
H 1.55 1.85 2.67 0.233
H 2.45 1.99 1.37 0.213
H 1.86 -0.40 1.33 0.231
H 0.30 0.25 2.10 0.421
H -0.22 1.14 -0.26 0.201
H 1.75 -0.73 -1.31 0.245
H 2.10 0.77 -0.82 0.238
H -0.05 -1.89 -0.08 0.389
H -1.06 -1.03 1.03 0.331
H -2.73 -0.08 -0.38 0.115